1.
A cluster of 12 separate species, C51H56F5N5O31S2 in total at a distorted geometry, computed with ωB97M-V/def2-TZVPD.

Bonds (Å) are listed after each position.
Positions of all 150 atoms, in Å:
1 C -0.555 -5.573 2.251  C2 1.395, C6 1.361, H10 1.080
2 C -0.160 -5.204 0.966  C1 1.395, C3 1.415, H11 1.080
3 C 0.301 -6.223 0.098  C2 1.415, C4 1.346, H12 1.080
4 C 0.181 -7.512 0.465  C3 1.346, C5 1.361, N7 1.521
5 C -0.263 -7.837 1.709  C4 1.361, C6 1.397, H13 1.080
6 C -0.679 -6.874 2.631  C1 1.361, C5 1.397, H14 1.080
7 N 0.606 -8.594 -0.516  C4 1.521, O8 1.247, O9 1.247
8 O 1.045 -8.259 -1.634  N7 1.247
9 O 0.651 -9.795 -0.184  N7 1.247
10 H -0.838 -4.796 2.946  C1 1.080
11 H -0.046 -4.179 0.645  C2 1.080
12 H 0.626 -5.887 -0.876  C3 1.080
13 H -0.263 -8.883 1.977  C5 1.080
14 H -1.003 -7.170 3.617  C6 1.080
15 C 5.999 -1.030 5.887  C16 1.388, C20 1.392, H24 1.080
16 C 5.061 -1.065 4.865  C15 1.388, C17 1.369, H25 1.080
17 C 4.049 -0.147 4.943  C16 1.369, C18 1.359, H26 1.080
18 C 3.831 0.742 5.946  C17 1.359, C19 1.353, N21 1.490
19 C 4.775 0.765 6.916  C18 1.353, C20 1.415, H27 1.080
20 C 5.886 -0.112 6.928  C15 1.392, C19 1.415, H28 1.080
21 N 2.665 1.670 5.951  C18 1.490, O22 1.226, O23 1.262
22 O 2.723 2.633 6.707  N21 1.226
23 O 1.610 1.375 5.325  N21 1.262
24 H 6.732 -1.820 5.952  C15 1.080
25 H 5.157 -1.867 4.148  C16 1.080
26 H 3.348 -0.061 4.125  C17 1.080
27 H 4.796 1.498 7.709  C19 1.080
28 H 6.557 -0.079 7.773  C20 1.080
29 C 0.761 2.121 0.260  C30 1.415, C34 1.357, H38 1.080
30 C 0.210 1.013 -0.426  C29 1.415, C31 1.378, H39 1.080
31 C -0.329 -0.031 0.295  C30 1.378, C32 1.386, H40 1.080
32 C -0.363 -0.056 1.681  C31 1.386, C33 1.422, N35 1.493
33 C 0.276 1.020 2.356  C32 1.422, C34 1.408, H41 1.080
34 C 0.845 2.073 1.614  C29 1.357, C33 1.408, H42 1.080
35 N -1.114 -1.082 2.464  C32 1.493, O36 1.247, O37 1.247
36 O -1.556 -2.070 1.845  N35 1.247
37 O -1.187 -1.016 3.706  N35 1.247
38 H 1.203 2.980 -0.222  C29 1.080
39 H 0.260 1.022 -1.504  C30 1.080
40 H -0.925 -0.751 -0.245  C31 1.080
41 H 0.287 1.169 3.426  C33 1.080
42 H 1.307 2.816 2.247  C34 1.080
43 C -2.906 3.104 1.567  C44 1.418, C48 1.432, H52 1.080
44 C -2.890 3.167 2.984  C43 1.418, C45 1.388, H53 1.080
45 C -3.318 2.084 3.737  C44 1.388, C46 1.401, H54 1.080
46 C -3.650 0.871 3.119  C45 1.401, C47 1.403, N49 1.487
47 C -3.565 0.793 1.720  C46 1.403, C48 1.369, H55 1.080
48 C -3.219 1.858 0.934  C43 1.432, C47 1.369, H56 1.080
49 N -4.004 -0.296 3.969  C46 1.487, O50 1.238, O51 1.227
50 O -4.123 -1.373 3.372  N49 1.238
51 O -4.167 -0.190 5.181  N49 1.227
52 H -2.493 3.956 1.049  C43 1.080
53 H -2.509 4.011 3.540  C44 1.080
54 H -3.323 2.310 4.793  C45 1.080
55 H -3.790 -0.130 1.207  C47 1.080
56 H -3.300 1.777 -0.140  C48 1.080
57 C -0.020 -0.185 -4.894  C58 1.373, C62 1.392, H66 1.080
58 C 0.696 -0.877 -5.840  C57 1.373, C59 1.384, H67 1.080
59 C 0.494 -0.585 -7.178  C58 1.384, C60 1.390, H68 1.080
60 C -0.440 0.347 -7.614  C59 1.390, C61 1.446, N63 1.451
61 C -1.125 1.124 -6.604  C60 1.446, C62 1.389, H69 1.080
62 C -0.936 0.794 -5.268  C57 1.392, C61 1.389, H70 1.080
63 N -0.621 0.555 -9.038  C60 1.451, O64 1.251, O65 1.210
64 O -1.234 1.550 -9.486  N63 1.251
65 O -0.196 -0.334 -9.741  N63 1.210
66 H 0.110 -0.418 -3.848  C57 1.080
67 H 1.343 -1.666 -5.487  C58 1.080
68 H 1.029 -1.159 -7.921  C59 1.080
69 H -1.947 1.780 -6.852  C61 1.080
70 H -1.477 1.248 -4.451  C62 1.080
71 O 3.316 5.866 4.088  S72 1.422
72 S 3.109 4.760 3.219  O71 1.422, O73 1.479, O74 1.659, C77 1.952
73 O 3.324 3.340 3.573  S72 1.479
74 O 1.555 4.952 2.670  S72 1.659, C75 1.397
75 C 1.064 6.201 2.281  O74 1.397, C76 1.530, H78 1.090, H79 1.090
76 C -0.452 6.149 2.082  C75 1.530, H80 1.090, H81 1.090, H82 1.090
77 C 3.896 4.931 1.441  S72 1.952, H83 1.090, H84 1.090, H85 1.090
78 H 1.690 6.523 1.448  C75 1.090
79 H 1.239 6.998 3.003  C75 1.090
80 H -0.954 5.558 2.848  C76 1.090
81 H -0.681 5.567 1.190  C76 1.090
82 H -0.922 7.127 1.979  C76 1.090
83 H 4.978 4.813 1.511  C77 1.090
84 H 3.867 5.990 1.184  C77 1.090
85 H 3.470 4.217 0.736  C77 1.090
86 O -1.611 -5.000 -2.619  S87 1.463
87 S -1.771 -3.645 -3.146  O86 1.463, O88 1.454, O89 1.658, C92 1.793
88 O -0.594 -2.951 -3.643  S87 1.454
89 O -2.959 -3.608 -4.301  S87 1.658, C90 1.405
90 C -3.094 -2.388 -4.985  O89 1.405, C91 1.547, H93 1.090, H94 1.090
91 C -4.215 -2.598 -6.030  C90 1.547, H95 1.090, H96 1.090, H97 1.090
92 C -2.516 -2.557 -1.932  S87 1.793, H98 1.090, H99 1.090, H100 1.090
93 H -2.161 -2.113 -5.477  C90 1.090
94 H -3.478 -1.617 -4.318  C90 1.090
95 H -4.019 -3.410 -6.730  C91 1.090
96 H -4.396 -1.730 -6.664  C91 1.090
97 H -5.105 -2.912 -5.483  C91 1.090
98 H -2.373 -1.511 -2.204  C92 1.090
99 H -2.034 -2.795 -0.983  C92 1.090
100 H -3.548 -2.909 -1.905  C92 1.090
101 C 3.719 -4.370 -2.261  C102 1.537, O106 1.437, H108 1.090, H109 1.090
102 C 3.509 -3.688 -3.623  C101 1.537, O103 1.417, F107 1.315, H110 1.090
103 O 2.844 -2.466 -3.350  C102 1.417, C104 1.386
104 C 2.256 -2.615 -2.103  O103 1.386, O105 1.270, O106 1.330
105 O 1.656 -1.629 -1.573  C104 1.270
106 O 2.601 -3.785 -1.575  C101 1.437, C104 1.330
107 F 2.746 -4.460 -4.364  C102 1.315
108 H 4.662 -4.134 -1.767  C101 1.090
109 H 3.495 -5.437 -2.278  C101 1.090
110 H 4.480 -3.636 -4.115  C102 1.090
111 C -4.981 3.669 -3.297  C112 1.497, O116 1.471, H118 1.090, H119 1.090
112 C -4.012 4.222 -4.296  C111 1.497, O113 1.413, F117 1.321, H120 1.090
113 O -2.876 3.413 -4.067  C112 1.413, C114 1.305
114 C -2.879 2.873 -2.879  O113 1.305, O115 1.173, O116 1.304
115 O -1.943 2.259 -2.527  C114 1.173
116 O -4.046 3.071 -2.331  C111 1.471, C114 1.304
117 F -3.724 5.439 -3.869  C112 1.321
118 H -5.613 2.935 -3.797  C111 1.090
119 H -5.625 4.420 -2.840  C111 1.090
120 H -4.372 4.334 -5.318  C112 1.090
121 C 4.353 -0.439 -0.701  C122 1.560, O126 1.388, H128 1.090, H129 1.090
122 C 3.680 -0.444 0.706  C121 1.560, O123 1.412, F127 1.347, H130 1.090
123 O 4.196 0.679 1.388  C122 1.412, C124 1.400
124 C 5.229 1.184 0.589  O123 1.400, O125 1.253, O126 1.360
125 O 5.870 2.221 0.879  C124 1.253
126 O 5.468 0.350 -0.458  C121 1.388, C124 1.360
127 F 4.148 -1.525 1.358  C122 1.347
128 H 3.724 -0.083 -1.517  C121 1.090
129 H 4.610 -1.397 -1.154  C121 1.090
130 H 2.596 -0.555 0.676  C122 1.090
131 C -0.035 5.813 -3.882  C132 1.517, O136 1.361, H138 1.090, H139 1.090
132 C -0.284 5.505 -2.417  C131 1.517, O133 1.415, F137 1.343, H140 1.090
133 O -0.200 6.784 -1.820  C132 1.415, C134 1.371
134 C 0.601 7.561 -2.617  O133 1.371, O135 1.204, O136 1.346
135 O 0.777 8.740 -2.440  C134 1.204
136 O 0.827 6.856 -3.740  C131 1.361, C134 1.346
137 F 0.715 4.765 -1.908  C132 1.343
138 H -0.961 6.163 -4.338  C131 1.090
139 H 0.312 4.959 -4.464  C131 1.090
140 H -1.220 4.980 -2.225  C132 1.090
141 C -3.941 -3.833 6.518  C142 1.525, O146 1.451, H148 1.090, H149 1.090
142 C -2.651 -3.550 5.754  C141 1.525, O143 1.390, F147 1.344, H150 1.090
143 O -2.119 -4.791 5.424  C142 1.390, C144 1.294
144 C -2.946 -5.766 5.625  O143 1.294, O145 1.262, O146 1.399
145 O -2.782 -6.975 5.301  C144 1.262
146 O -4.123 -5.227 6.156  C141 1.451, C144 1.399
147 F -1.814 -2.863 6.549  C142 1.344
148 H -4.733 -3.212 6.102  C141 1.090
149 H -3.858 -3.675 7.593  C141 1.090
150 H -2.847 -2.927 4.881  C142 1.090

Results
DFT total energy ... -159959.8067 eV
Multiplicity ... 2
E_HOMO (spin up / spin down) ... -2.20 / -5.72 eV
Charge ... -1

***

2.
The molecule C4H5NO, computed with ωB97M-V/def2-TZVPD.

Bonds (Å) are listed after each position.
Positions of all 11 atoms, in Å:
1 O 2.343 -0.988 -0.009  C2 1.215
2 C 1.237 -0.486 0.010  O1 1.215, N3 1.378, C6 1.498
3 N 0.036 -1.152 -0.097  C2 1.378, C4 1.441, H7 1.008
4 C -1.097 -0.262 -0.104  N3 1.441, C5 1.501, H8 1.094, H9 1.102
5 C -0.466 1.063 0.210  C4 1.501, C6 1.333, H10 1.084
6 C 0.862 0.957 0.154  C2 1.498, C5 1.333, H11 1.082
7 H -0.010 -2.157 -0.032  N3 1.008
8 H -1.922 -0.610 0.525  C4 1.094
9 H -1.507 -0.065 -1.108  C4 1.102
10 H -1.077 1.955 0.277  C5 1.084
11 H 1.601 1.746 0.172  C6 1.082

Results
Energy relative to the best compared isomer or geometry (same formula, charge and spin) ... 9.9 kJ/mol
DFT total energy ... -7766.4239 eV
Multiplicity ... 1
SMILES ... O=C1C=CCN1
E_HOMO ... -9.70 eV

***

3.
The molecule C3HN3O2 at a distorted geometry, computed with ωB97M-V/def2-TZVPD.

Bonds (Å) are listed after each position.
Positions of all 9 atoms, in Å:
1 C -0.519 0.699 -0.001  C2 1.375, O8 1.314, O9 1.309
2 C 0.364 -0.354 0.010  C1 1.375, C3 1.419, N6 1.369
3 C 1.782 -0.302 0.019  C2 1.419, N7 1.161
4 H 0.576 2.222 0.028  O8 0.966
5 N -1.611 -1.211 -0.010  N6 1.241, O9 1.436
6 N -0.402 -1.489 0.002  C2 1.369, N5 1.241
7 N 2.938 -0.196 -0.017  C3 1.161
8 O -0.365 2.005 -0.006  C1 1.314, H4 0.966
9 O -1.737 0.219 0.002  C1 1.309, N5 1.436

Results
Energy relative to the best compared isomer or geometry (same formula, charge and spin) ... 148.0 kJ/mol
DFT total energy ... -11689.9057 eV
Multiplicity ... 1
SMILES ... N#Cc1nnoc1O
E_HOMO ... -10.39 eV

***

4.
The molecule C3H9BOS at a distorted geometry, computed with ωB97M-V/def2-TZVPD.

Bonds (Å) are listed after each position.
Positions of all 15 atoms, in Å:
1 B 0.427 -0.265 -0.265  C2 1.637, O5 1.793, S6 1.774
2 C -0.062 -1.825 -0.333  B1 1.637, H7 1.130, H8 1.082, H9 1.065
3 C 2.302 1.581 0.324  O5 1.422, H10 1.093, H11 1.154, H12 1.113
4 C -2.245 0.347 0.424  S6 1.859, H13 1.023, H14 1.033, H15 1.155
5 O 2.136 0.279 -0.225  B1 1.793, C3 1.422
6 S -0.584 1.134 0.141  B1 1.774, C4 1.859
7 H -1.192 -1.855 -0.320  C2 1.130
8 H 0.243 -2.239 0.619  C2 1.082
9 H 0.310 -2.515 -1.054  C2 1.065
10 H 3.372 1.761 0.189  C3 1.093
11 H 1.949 1.735 1.412  C3 1.154
12 H 1.770 2.376 -0.244  C3 1.113
13 H -2.812 1.087 0.845  C4 1.023
14 H -2.075 -0.364 1.154  C4 1.033
15 H -2.801 -0.112 -0.478  C4 1.155

Results
Energy relative to the best compared isomer or geometry (same formula, charge and spin) ... 176.0 kJ/mol
DFT total energy ... -16815.4926 eV
Multiplicity ... 1
SMILES ... COB(C)SC
E_HOMO ... -9.50 eV